Computed, not measured: a cluster of 5 separate species, C21H26F19N2O10P in total, with ωB97M-V/def2-TZVPD.

The calculation puts the highest occupied orbital energy at -9.487 eV. The calculated total energy is -3916.4762 a.u. The SMILES is NCP(CON=O)C(F)(F)C(F)(F)C(F)(F)F.CCOC(=O)C(F)(F)F.CCOC(=O)C(F)(F)F.CCOC(=O)C(F)(F)F.CCOC(=O)C(F)(F)F. The max |F| is 0.90 eV Å⁻¹.

CARTESIAN COORDINATES (ANGSTROEM)
H  -0.21071  -8.38040  5.73968
H  -0.14953  10.69211  0.58943
F  -2.19711  4.75186  -2.94101
H  -3.56942  1.97719  -0.70542
C  5.69388  -2.04837  1.29022
P  -1.88515  2.12191  -2.46059
H  -0.83607  -11.15502  4.58592
O  -1.53489  -4.25481  -1.05541
F  0.89263  -7.42792  1.11518
H  -1.03185  8.28215  -1.08063
C  -1.17430  3.84156  -2.86517
C  -2.56737  12.05962  -2.58652
C  -1.36864  11.34970  -1.92105
F  -2.65078  -2.75875  -3.21660
O  5.04007  -3.09763  -1.11893
C  -0.27740  -4.72197  0.99403
H  0.24545  9.40320  -1.54214
H  -1.04817  1.97282  -0.12742
F  0.47073  3.92513  0.21943
F  3.25451  -5.08709  -1.34078
F  0.10849  5.77175  -2.54672
C  -0.96631  1.38948  -1.05244
O  -0.30702  11.87541  -1.76119
C  1.43293  -8.14950  2.09958
H  -3.54934  3.59165  -1.40902
O  -0.54711  -7.58719  3.35239
H  -0.87190  -6.09800  -0.54870
H  0.72460  -9.84677  6.03144
O  -4.53968  2.16854  -2.55736
C  -1.17537  -3.03006  -1.37876
H  -1.80906  -9.70874  4.31342
H  0.22011  8.99865  0.93559
F  -2.77933  11.54990  -3.80710
F  -2.32888  13.36067  -2.70884
H  6.01116  -2.08331  2.32979
F  -0.65050  3.72424  -4.12552
F  -3.46580  -2.38122  -1.24527
F  -3.68367  11.89881  -1.86701
O  -6.20753  3.01230  -1.44526
N  0.43503  1.11642  -1.38116
F  1.10990  3.87643  -2.21263
O  -1.70815  10.11011  -1.60862
O  -0.09758  -2.52191  -1.25312
H  -1.45334  9.58087  1.00768
H  -1.48830  0.45295  -0.84194
F  4.35476  -5.89385  0.33909
C  4.61002  -3.58504  -0.11676
H  6.57581  -2.16249  0.66083
C  -0.04372  4.51905  -2.03809
H  0.40657  -4.99407  -1.04485
C  4.95223  -0.76317  0.99694
H  -1.20822  -4.79701  1.55855
F  1.75040  -9.35213  1.61516
F  2.55811  -7.54373  2.49410
H  -1.69667  -10.39644  5.93652
C  0.06730  -9.34804  5.32333
O  0.88580  -9.14193  4.14981
F  2.62469  -4.62928  0.67584
C  -3.48811  2.52550  -1.65404
O  4.84277  -3.20469  1.12935
C  3.68992  -4.82314  -0.11267
C  0.44216  -8.25499  3.27729
H  4.06507  -0.68460  1.62619
C  -1.14265  -10.20251  5.01886
C  -0.50518  -5.07887  -0.45427
H  0.44891  -5.39080  1.43350
H  0.08800  -3.70058  1.09753
F  -1.59753  4.41141  -0.19609
C  -2.37019  -2.27953  -2.00275
H  0.48664  0.70074  -2.30571
C  -0.68398  9.30731  -0.98193
H  4.63439  -0.71776  -0.04350
F  -0.10635  5.95715  -0.13574
F  -2.06169  -0.98395  -2.12011
H  0.80168  0.43268  -0.72833
C  -0.50531  9.66921  0.47592
N  -5.65751  3.10027  -2.45947
H  5.59957  0.09020  1.19557
C  -0.32690  4.69831  -0.50153